# 1
ORCA calculation (ωB97M-V/def2-TZVPD) on 12 unconnected molecules or ions with the total composition C56H124Cl2F9N7O11S3 at a distorted geometry.

The value obtained for the gap between HOMO and LUMO is 9.5 eV.

```
! wB97M-V def2-TZVPD RIJCOSX def2/J DEFGRID3
* xyz 2 1
H -2.3386 0.9912 5.9395
H -2.0065 1.2353 4.2930
C 1.0974 1.8946 -1.3449
C 4.5154 -4.0205 2.1342
C -0.8064 0.9891 -5.9036
H 0.3041 2.1275 4.4630
H -3.4423 4.5942 1.6316
C -1.1817 1.7176 -1.1651
H 5.1964 -4.5845 0.2049
H -2.9992 -1.0415 3.8164
H -3.2849 5.3326 -0.6196
C -4.8527 -0.8468 -6.2691
H -2.9430 -2.8368 -4.2715
H -1.9757 1.8113 -0.4453
F 1.4049 5.5571 -3.3459
F 1.3002 -4.1415 -3.5400
H 3.4132 -3.9060 -0.8244
H -6.5166 -0.8665 1.1521
H -3.2830 9.1699 1.2364
C -5.5549 -1.8914 -0.3787
H -5.6661 -3.7868 -7.4123
H 1.3689 1.5641 6.7783
H -4.5959 8.7939 0.0284
H -2.9728 3.7532 -0.2887
C -3.2316 -0.4569 4.6824
H 1.0264 -0.0116 7.4324
H -3.3849 -1.1136 5.4749
H 9.3211 2.5611 1.0928
H 2.2748 -2.3697 1.6141
H 4.4197 -3.1579 2.7826
N 7.8214 1.1443 0.8200
C -7.9702 -2.0524 0.0315
H -2.3077 -3.2637 -2.1439
Cl 4.4088 -0.7041 2.2972
H 9.2283 1.8409 3.1976
C -8.3301 -0.7850 -0.8255
C 0.8123 1.1557 4.4109
H 1.9877 -0.4940 -0.6930
H -8.6730 -2.1053 0.8363
H 0.6302 0.7336 3.4099
C 0.9330 -4.2266 3.7341
H -3.1193 -3.6821 -6.1454
H 0.6499 2.5314 -5.2967
H 2.5534 2.2686 0.2012
S 0.3847 -2.3417 -2.0679
C 7.6979 2.3489 -1.4805
H 7.5430 0.1283 -3.4618
H -1.1945 4.6659 2.9122
O 0.2784 -3.4071 -1.1124
H -4.8238 0.7377 5.4708
C -3.6006 -2.9988 0.8213
O -0.0530 4.7417 -0.9502
H -2.6852 0.6374 -4.8619
C -3.4280 -3.9508 -0.3884
C 0.1087 1.6586 -4.9151
C -0.8774 -4.8314 5.3436
H -5.0374 -0.0765 -5.5479
H -4.3050 1.1526 3.7463
C -2.5039 6.5643 1.3595
H 1.2503 2.7467 -1.9595
C -5.9863 -1.9049 -6.2913
H -1.3530 -0.5901 -4.5236
C 9.2080 1.5343 1.1469
H 0.8545 1.0852 -2.1071
H 3.5452 -2.2588 -0.4028
H -7.9267 -2.9667 -0.5190
H -4.8486 8.2846 1.7361
H 8.2181 3.0266 -3.4086
C 0.5879 0.7587 6.8299
C 6.8684 2.0586 1.5023
H -1.3274 2.4771 -1.9535
H -5.7147 -1.0480 -1.0897
H 8.2696 -0.9578 0.8567
C -5.3125 -3.2384 -6.5201
H 2.7406 1.7155 3.6722
H 1.5046 0.1499 0.7521
C 1.6264 -0.8021 5.2491
H 2.4924 2.2494 5.3299
H 1.6028 -5.8058 1.5020
H -5.3009 -0.3362 4.1123
H -1.6935 -4.2348 4.9279
H 3.6436 0.7084 -2.2612
H 7.6602 0.3357 3.4407
H 8.7148 -1.0185 3.1363
H -4.7408 -0.8640 1.8870
H 8.4981 0.3618 -0.9526
C -0.9091 -0.4260 5.2920
S 1.0895 5.6558 -0.7734
H -7.7362 -0.6836 -1.7580
H 3.0403 -0.1134 0.4524
H 1.2085 -4.7134 5.8056
C -4.4796 0.3568 4.4601
C -2.2820 -0.9378 -6.2208
F -4.8593 2.4415 -4.9807
C 3.4970 -3.2624 0.0335
N -2.6301 4.6835 -0.2318
H 6.1597 1.1400 -3.1172
H -2.5571 -4.5283 -0.1940
H 9.8454 1.0116 0.4527
F -6.7884 2.5080 -3.9978
H -4.3072 -3.2830 1.5686
H -2.6008 -0.4943 -7.1872
N 2.2327 0.1936 0.0075
O -5.7083 1.4176 -1.3854
O 1.7640 -1.7431 -2.0742
F -0.4278 6.5459 -2.7206
H 1.5098 -1.2463 4.2694
H 3.0462 -4.8460 4.1704
H -2.2020 -1.3273 -0.6550
H -3.4335 -0.8067 -1.7470
H -1.0569 3.4172 1.6734
C 2.6348 -5.7000 1.5809
H 6.7513 0.5088 -0.8290
H -1.5836 6.8728 0.9288
C 2.8604 0.1165 5.2213
H 3.2210 0.3224 6.2436
C 2.3536 1.4153 4.6398
N 0.4563 0.1610 5.4312
H 7.0336 1.3508 -4.6643
H -9.3718 -1.0267 -1.1787
O -3.7474 1.0667 -2.6878
H 4.5816 1.4665 -0.8884
O -0.6685 -1.3404 -2.1804
F 1.2834 7.7034 -2.7177
H 7.1281 3.0014 1.0258
C 0.9059 6.4466 -2.5029
H 1.5146 -3.6953 0.7541
F -0.7885 -3.8687 -3.9602
C 7.6866 1.0301 -0.6688
H -3.4037 -1.0844 -3.8787
H 7.1121 2.0897 2.5542
C -3.6180 -2.0239 -4.4262
H 8.3149 3.0645 -1.0013
H -4.0123 -3.0610 -2.2638
C 8.4186 -0.0501 2.7755
H -5.5829 -3.8061 -5.6181
H 2.8337 -3.0855 3.7518
H -1.2568 -4.9000 6.3903
C 4.8227 -3.6859 0.7367
H -1.7845 4.6895 -0.7556
C 8.1366 2.0963 -2.8886
C -3.2153 -3.0604 -1.5845
S -5.1700 1.0514 -2.6756
Cl -0.4212 -1.2507 2.1768
C -5.5136 2.4636 -3.7240
C -6.6159 -1.8487 0.6443
O 0.0164 2.0262 -0.4627
N 3.0077 -4.3649 2.1254
C -3.7805 -2.9546 -6.6033
H 3.7563 2.5316 -1.9640
H 6.6541 -0.5654 1.5118
H -1.0934 -1.0440 6.2141
C 0.4823 -4.1737 5.1679
C 2.3574 1.5469 -0.6247
O -3.6026 7.0883 0.6047
H -4.3330 -4.6013 -0.4470
C 9.4390 1.0729 2.5040
H -0.4072 5.1410 1.4256
C 3.6151 1.4979 -1.4862
C 2.4622 -3.3360 1.1482
H 0.4013 -3.1313 5.5465
H -4.5906 -0.5422 -7.3038
H 0.6649 -5.1979 3.3320
H -6.6096 -1.5576 -7.1309
H 5.6240 -2.9836 0.7931
H 9.1372 1.6588 -2.7810
H -2.6417 -2.7807 1.2338
C 0.3654 -3.2429 -3.6126
C -2.5102 5.0257 1.2556
H -1.2192 0.7565 -1.5851
O 2.3962 4.9950 -0.7374
N -4.1393 -1.6940 0.0843
C 7.1416 1.1330 -3.6203
H 1.5338 -1.5041 6.0566
O 0.8702 6.6685 0.2331
H -1.2891 1.7729 -6.4905
C -4.0181 -0.6305 1.1217
H -4.3425 0.3328 0.6536
F 0.6468 -2.3760 -4.6321
H -8.2879 0.0925 -0.1887
C -1.8280 0.0850 -5.2690
H 10.5031 0.7167 2.6880
H -3.4295 -2.9018 -7.6114
H 3.7214 -0.3082 4.6776
C 2.5008 -4.1381 3.5527
H -0.2633 0.4104 -6.7099
H -5.5733 -2.8791 -0.8767
H -4.5588 -2.4220 -4.0668
C -4.0767 8.3760 0.9523
H 0.4464 -3.4525 3.1176
C 7.6784 -0.2732 1.4219
H 6.7063 2.8314 -1.4536
H -0.9103 -5.8658 5.0377
H -2.4432 6.8678 2.3830
O -5.8726 -0.1402 -3.2412
F -5.2381 3.6931 -3.1927
H 2.9863 -6.4284 2.2560
H -6.4564 -2.6557 1.3664
H -1.5395 -1.6632 -6.3903
H -0.8534 -1.1448 4.4377
N -3.5687 -1.6735 -5.8714
C -1.1864 4.4715 1.8425
H 3.0139 -5.8939 0.5267
H -0.3890 1.1585 7.0774
H -2.9702 -0.5809 1.4317
H -6.6920 -1.9827 -5.5461
C -3.1255 -1.6024 -1.0616
H -0.4696 1.9762 -4.0082
H 0.9035 0.9813 -4.5335
C -2.0661 0.4846 5.0618
H 5.8062 1.8821 1.3166
H 5.0116 -4.8948 2.6981
*
```

Mulliken atomic charge list, values in e, 6 entries: atom 1 (H): 0.61, atom 2 (H): 0.26, atom 3 (C): -0.40, atom 4 (C): -0.46, atom 5 (C): -1.07, atom 6 (H): 0.43

# 2
ORCA calculation (ωB97M-V/def2-TZVPD) on C3H4O2 in the gas phase.

As for the SMILES: O=C1COC1. The energy above the lowest of the compared OMol25 structures with the same formula, charge and spin comes out at 36.35 kcal/mol. The value obtained for the gap between HOMO and LUMO is 11.0 eV.

```
! wB97M-V def2-TZVPD RIJCOSX def2/J DEFGRID3
* xyz 0 1
C 0.9977 -0.3709 0.0663
O -0.1514 -1.2201 -0.0324
C 0.0857 0.8329 0.2432
C -1.0633 -0.1156 -0.1168
H 1.4999 -0.2315 -0.8997
O 0.2260 1.9956 0.4823
H -1.8980 -0.1773 0.5877
H 1.7133 -0.6899 0.8296
H -1.4399 0.0149 -1.1404
*
```

Mulliken atomic charge list, values in e, 6 entries: atom 1 (C): -0.20, atom 2 (O): -0.38, atom 3 (C): 0.41, atom 4 (C): -0.21, atom 5 (H): 0.19, atom 6 (O): -0.52

# 3
ORCA calculation (ωB97M-V/def2-TZVPD) on a molecular structure, C5H10N2S at a distorted geometry.

The energy above the lowest of the compared OMol25 structures with the same formula, charge and spin comes out at 148.36 kcal/mol. The value obtained for the gap between HOMO and LUMO is 9.0 eV.

```
! wB97M-V def2-TZVPD RIJCOSX def2/J DEFGRID3
* xyz 0 1
C -0.7212 0.2849 0.0433
C 0.5863 1.0401 0.1746
H -0.2974 -2.8105 0.4364
H 1.8820 -0.2293 -1.3961
S -2.3389 0.3683 0.3564
H -1.3434 -2.1936 -0.9601
N -0.0113 -0.8380 -0.4316
H 2.3288 2.3209 -0.7349
H 2.8251 -1.9644 0.8351
H 0.9156 3.3852 0.3391
H 0.6817 1.2456 1.1784
C 2.4119 -0.7828 0.7825
H 2.0613 -0.6447 1.9085
C 1.0275 2.2411 -0.5588
N -0.4167 -2.2301 -0.5711
C 1.3549 -0.3568 -0.3347
H 3.3077 -0.2567 0.5985
H 0.1021 2.1715 -1.5310
*
```

Mulliken atomic charge list, values in e, 6 entries: atom 1 (C): -0.03, atom 2 (C): -0.10, atom 3 (H): 0.27, atom 4 (H): 0.25, atom 5 (S): -0.36, atom 6 (H): 0.24

# 4
ORCA calculation (ωB97M-V/def2-TZVPD) on a gas-phase ion, C2H4NO2 (charge +1) at a distorted geometry.

As for the SMILES: [NH3+][C@H]1OC1=O. The energy above the lowest of the compared OMol25 structures with the same formula, charge and spin comes out at 56.60 kcal/mol. The value obtained for the gap between HOMO and LUMO is 11.2 eV.

```
! wB97M-V def2-TZVPD RIJCOSX def2/J DEFGRID3
* xyz 1 1
C 0.1057 -0.3285 0.5866
H -0.2630 -0.6824 1.5142
H -1.6629 -0.3873 -0.6257
O 2.4834 0.7718 0.0575
H -1.5791 1.0553 0.2256
O 0.9821 -1.0947 -0.3489
C 1.4984 -0.0426 0.1426
H -0.5389 0.4210 -1.2355
N -1.0257 0.2875 -0.3164
*
```

Mulliken atomic charge list, values in e, 6 entries: atom 1 (C): -0.08, atom 2 (H): 0.45, atom 3 (H): 0.33, atom 4 (O): -0.45, atom 5 (H): 0.40, atom 6 (O): -0.26

# 5
ORCA calculation (ωB97M-V/def2-TZVPD) on a molecular structure, C2H3I3S at a distorted geometry.

The energy above the lowest of the compared OMol25 structures with the same formula, charge and spin comes out at 9.98 kcal/mol. The value obtained for the gap between HOMO and LUMO is 8.3 eV.

```
! wB97M-V def2-TZVPD RIJCOSX def2/J DEFGRID3
* xyz 0 1
S -0.6709 0.0391 -1.8598
C -0.0452 -0.7639 -0.4389
H 0.9205 -1.0202 -0.7647
H -1.8938 0.3210 -1.5857
C 0.4353 0.4339 0.8302
I 1.1188 -0.6536 2.5710
I 1.9710 1.6858 -0.1176
H -0.5213 -1.5279 0.0371
I -1.3145 1.4858 1.3284
*
```

Mulliken atomic charge list, values in e, 6 entries: atom 1 (S): -0.07, atom 2 (C): -0.88, atom 3 (H): 0.40, atom 4 (H): 0.10, atom 5 (C): -0.62, atom 6 (I): 0.18

# 6
ORCA calculation (ωB97M-V/def2-TZVPD) on 2 unconnected molecules or ions with the total composition C4H5NO5 at a distorted geometry.

As for the SMILES: O=CC(=O)O.O=CNC=O. The energy above the lowest of the compared OMol25 structures with the same formula, charge and spin comes out at 21.65 kcal/mol. The value obtained for the gap between HOMO and LUMO is 10.0 eV.

```
! wB97M-V def2-TZVPD RIJCOSX def2/J DEFGRID3
* xyz 0 1
O 4.3222 -0.1262 0.9891
O 0.4861 2.0442 -1.8995
H -0.3022 1.9607 -5.0962
C 3.7288 0.6258 0.2564
H 4.0929 1.6367 -0.0038
N 2.5304 0.3190 -0.3775
C -0.1223 1.6689 -2.8958
O 0.3686 3.6465 -4.1815
H -0.0069 -0.3267 -2.5245
C -0.0562 2.5252 -4.1731
O 1.0945 -1.2467 -1.1904
O -0.5235 0.4592 -3.1051
C 2.1896 -0.9483 -0.7078
H 1.9191 1.1614 -0.8155
H 3.0096 -1.6827 -0.6874
*
```

Mulliken atomic charge list, values in e, 6 entries: atom 1 (O): -0.48, atom 2 (O): -0.63, atom 3 (H): 0.33, atom 4 (C): 0.07, atom 5 (H): 0.32, atom 6 (N): 0.02